# 1
Density functional theory data (ωB97M-V with the def2-TZVPD basis set) for a cluster of 11 separate species, C22H67O14PSi in total.

Geometry (Å):
C  3.9902  4.6670  2.5097
C  5.1742  3.6950  2.6134
C  5.9263  3.6068  1.2748
C  4.8205  2.3194  3.2119
C  6.0946  1.4761  3.3912
C  3.8518  1.4685  2.3869
O  2.6028  2.1168  2.1732
Si  1.4568  1.4336  1.1971
C  1.7502  1.8756  -0.6358
C  3.1780  1.7789  -1.0222
O  3.8614  2.6922  -1.4294
C  -0.1923  2.1035  1.7345
C  -0.6286  1.5968  3.1208
C  -2.0029  2.1365  3.5350
O  -3.0250  1.2125  3.1707
P  1.3898  -0.7978  1.5631
C  -0.1735  -1.2558  0.7487
O  2.4698  -1.4763  0.4526
H  3.3952  4.4520  1.6189
H  4.3644  5.6903  2.4143
H  3.3241  4.5902  3.3729
H  5.8809  4.1395  3.3299
H  5.9285  4.5909  0.8005
H  6.9772  3.3460  1.4417
H  5.4871  2.8832  0.5851
H  4.3531  2.4602  4.1944
H  5.9299  0.6327  4.0665
H  6.9186  2.0904  3.7603
H  6.4135  1.0588  2.4282
H  4.3330  1.1805  1.4400
H  3.6709  0.5392  2.9477
H  1.3657  2.8713  -0.8832
H  1.1946  1.1252  -1.2220
H  3.6181  0.7698  -0.8973
H  -0.9451  1.8417  0.9767
H  -0.1511  3.2004  1.7768
H  0.1246  1.8682  3.8672
H  -0.7281  0.5067  3.1363
H  -2.0433  2.2614  4.6218
H  -2.1834  3.1085  3.0609
H  -3.5381  1.5781  2.4416
H  -0.2088  -2.3419  0.6823
H  -0.2294  -0.8303  -0.2573
H  -1.0142  -0.8817  1.3392
H  3.3639  -1.3686  0.7942
C  2.7125  1.3343  -5.1502
O  1.9830  1.2483  -3.9337
H  2.1307  0.8130  -5.9088
H  2.8541  2.3716  -5.4632
H  3.6877  0.8478  -5.0712
H  2.4894  1.6929  -3.2489
C  -4.1714  1.1071  -0.7249
O  -4.3554  1.8739  0.4703
H  -4.6917  0.1606  -0.5984
H  -4.5911  1.6300  -1.5856
H  -3.1131  0.9056  -0.9001
H  -3.9006  2.7132  0.3533
C  -2.2016  -4.6257  0.0168
O  -1.3593  -4.1741  1.0621
H  -2.7447  -3.7596  -0.3575
H  -1.6249  -5.0595  -0.8046
H  -2.9258  -5.3655  0.3730
H  -0.8769  -4.9399  1.3953
C  0.7140  -7.2292  2.4595
O  -0.2342  -6.9407  1.4267
H  1.4606  -6.4435  2.4437
H  0.2371  -7.2400  3.4422
H  1.2070  -8.1861  2.2850
H  -0.9024  -7.6303  1.4285
C  0.6368  -1.9257  -3.1687
O  0.8799  -2.4724  -1.8767
H  -0.3193  -2.3083  -3.5137
H  0.5876  -0.8375  -3.1382
H  1.4119  -2.2229  -3.8832
H  1.7226  -2.1409  -1.5492
C  -5.3512  4.5088  -2.5094
O  -3.9414  4.4223  -2.7303
H  -5.6380  3.6333  -1.9357
H  -5.6052  5.4076  -1.9408
H  -5.9061  4.5070  -3.4470
H  -3.6692  5.1890  -3.2398
C  4.7135  -7.6403  4.2968
O  3.6877  -7.2204  3.4045
H  4.2216  -8.0636  5.1689
H  5.3503  -8.4066  3.8474
H  5.3361  -6.8020  4.6192
H  4.1058  -6.8424  2.6265
C  -7.2653  -0.3111  1.6187
O  -6.4531  0.7043  2.1775
H  -8.0549  -0.5281  2.3354
H  -7.7306  0.0085  0.6797
H  -6.7015  -1.2328  1.4399
H  -5.7486  0.9083  1.5514
C  -0.8272  -1.1705  -6.8404
O  -0.8855  -0.6084  -5.5368
H  -1.2816  -2.1566  -6.7821
H  -1.3834  -0.5717  -7.5670
H  0.2043  -1.2830  -7.1874
H  -0.4838  0.2643  -5.5638
C  -7.5381  1.1122  -4.4364
O  -6.6953  2.1461  -3.9384
H  -8.3264  0.9665  -3.7020
H  -7.9958  1.3887  -5.3895
H  -6.9951  0.1716  -4.5576
H  -5.9901  2.2903  -4.5753

Its total energy is -2562.50470 Ha. As for the frontier orbital gap: 0.2986 Eh.

Results of the Löwdin charge analysis, in e, for atoms 1 through 99:
1. C -0.0738
2. C -0.3892
3. C -0.0601
4. C -0.3289
5. C -0.0690
6. C -0.2528
7. O -0.2284
8. Si 0.4289
9. C -0.1810
10. C -0.3718
11. O 0.0342
12. C -0.2575
13. C -0.2422
14. C -0.2586
15. O -0.0687
16. P 0.7964
17. C -0.3143
18. O -0.3895
19. H 0.0705
20. H 0.0770
21. H 0.0786
22. H 0.1290
23. H 0.0817
24. H 0.0754
25. H 0.0589
26. H 0.1454
27. H 0.0794
28. H 0.0817
29. H 0.0803
30. H 0.1038
31. H 0.1082
32. H 0.1009
33. H 0.0852
34. H 0.1197
35. H 0.0785
36. H 0.0889
37. H 0.1085
38. H 0.0868
39. H 0.1123
40. H 0.1153
41. H 0.0418
42. H 0.0148
43. H 0.0275
44. H 0.0398
45. H 0.0286
46. C -0.1391
47. O -0.1319
48. H 0.0680
49. H 0.0809
50. H 0.0816
51. H 0.0311
52. C -0.0979
53. O -0.1442
54. H 0.0843
55. H 0.0655
56. H 0.0807
57. H 0.0911
58. C -0.1583
59. O -0.1437
60. H 0.0747
61. H 0.0791
62. H 0.0726
63. H 0.0437
64. C -0.1392
65. O -0.1323
66. H 0.0665
67. H 0.0839
68. H 0.0760
69. H 0.0822
70. C -0.1573
71. O -0.1406
72. H 0.0705
73. H 0.0511
74. H 0.0796
75. H 0.0420
76. C -0.1585
77. O -0.1294
78. H 0.0585
79. H 0.0806
80. H 0.0669
81. H 0.0698
82. C -0.1529
83. O -0.1330
84. H 0.0780
85. H 0.0755
86. H 0.0756
87. H 0.0775
88. C -0.1716
89. O -0.1206
90. H 0.0741
91. H 0.0725
92. H 0.0751
93. H 0.0224
94. C -0.1556
95. O -0.1294
96. H 0.0780
97. H 0.0740
98. H 0.0740
99. H 0.0678

=====

# 2
Density functional theory data (ωB97M-V with the def2-TZVPD basis set) for a cluster of 10 separate species, C22H68N16O10 in total in a non-equilibrium geometry.

Geometry (Å):
C  3.5445  0.2381  0.5145
O  4.8675  -0.0604  0.1087
C  4.9036  -0.5534  -1.2046
C  6.3293  -0.5974  -1.7043
C  6.9553  0.7898  -1.6820
N  6.2880  -0.9941  -3.1328
H  3.5795  0.5446  1.5562
H  2.9639  -0.6942  0.4531
H  3.0804  0.9743  -0.1509
H  4.4163  -1.5326  -1.3214
H  4.3588  0.1274  -1.8814
H  6.9656  -1.2663  -1.1173
H  6.4680  1.4333  -2.4184
H  8.0097  0.7588  -1.9710
H  6.9247  1.3081  -0.7228
H  7.2145  -1.3626  -3.3584
H  5.7656  -1.8658  -3.2573
C  -1.7048  3.4781  -3.0802
O  -0.9858  2.5621  -3.8808
C  0.4020  2.8159  -3.8673
C  1.1100  1.7207  -4.6469
C  1.1542  0.3801  -3.9653
N  2.5371  2.0825  -4.9364
H  -1.4961  4.5077  -3.4093
H  -1.4132  3.4164  -2.0268
H  -2.7775  3.3571  -3.2152
H  0.6168  3.8140  -4.2662
H  0.7977  2.7766  -2.8371
H  0.7010  1.6946  -5.6609
H  1.7266  0.3895  -3.0316
H  1.6291  -0.3511  -4.6190
H  0.1735  -0.0244  -3.6994
H  2.9962  2.2312  -4.0368
H  2.5640  2.9950  -5.3850
C  2.1125  -3.4862  -0.8173
O  1.8272  -4.8139  -1.1044
C  0.6911  -4.9569  -1.9472
C  0.6810  -6.3499  -2.5285
C  -0.5601  -6.5577  -3.3872
N  0.6512  -7.3868  -1.4815
H  1.2339  -2.9069  -0.4928
H  2.6038  -2.9347  -1.6280
H  2.7728  -3.4407  0.0541
H  -0.2012  -4.7865  -1.3196
H  0.6495  -4.1510  -2.6935
H  1.5714  -6.4718  -3.1479
H  -0.5704  -7.5798  -3.7590
H  -0.5962  -5.8646  -4.2310
H  -1.4684  -6.3985  -2.8008
H  1.3179  -7.1306  -0.7518
H  -0.2261  -7.2468  -0.9759
C  0.4824  2.9849  0.3516
O  -0.7910  2.4007  0.1945
C  -0.6922  1.1094  -0.3654
C  -0.5355  -0.0178  0.6919
C  -1.1925  -1.2970  0.1719
N  -1.1744  0.2952  1.9934
H  1.0950  2.3154  0.9745
H  0.4248  3.9540  0.8412
H  1.0228  3.1226  -0.5921
H  -1.6182  0.8739  -0.8997
H  0.1486  1.0344  -1.0639
H  0.5295  -0.2330  0.8348
H  -2.2552  -1.0542  0.0416
H  -1.0864  -2.1206  0.8717
H  -0.8415  -1.5617  -0.8288
H  -2.1592  0.2863  1.7123
H  -1.0292  1.2857  2.1895
N  -0.7478  1.7953  5.5361
C  -1.4795  1.1445  6.4900
N  -0.7702  0.5572  7.4975
O  -2.7046  1.1558  6.4672
H  0.1531  2.1613  5.7783
H  -1.2941  2.2189  4.7924
H  -1.2783  -0.0566  8.1054
H  0.2176  0.6895  7.6109
N  -5.3972  0.6418  0.3873
C  -6.6437  1.1662  0.1217
N  -6.9623  1.2485  -1.2034
O  -7.4085  1.5090  1.0131
H  -5.2092  0.3112  1.3129
H  -4.7403  0.5650  -0.3697
H  -6.2633  0.9426  -1.8678
H  -7.9298  1.4129  -1.4015
N  -2.6001  -0.0431  -3.4735
C  -3.9457  -0.2432  -3.4125
N  -4.4578  -1.1918  -4.2455
O  -4.6593  0.4918  -2.7288
H  -2.0442  -0.6224  -4.0733
H  -2.2190  0.7197  -2.9460
H  -3.9225  -1.7025  -4.9216
H  -5.4546  -1.3070  -4.2377
N  -3.3486  3.5983  1.6508
C  -2.9556  3.2863  2.9147
N  -3.9150  3.3718  3.8752
O  -1.8176  2.9029  3.1883
H  -2.6733  3.5912  0.9077
H  -4.2550  4.0142  1.5309
H  -3.7584  2.9928  4.7965
H  -4.8638  3.6420  3.6821
N  -0.6249  -2.1521  4.6632
C  -1.8646  -2.6784  4.4515
N  -2.5813  -2.0274  3.4777
O  -2.3456  -3.5904  5.1026
H  -0.2588  -1.3926  4.1162
H  -0.0512  -2.5053  5.4048
H  -2.1506  -1.2483  3.0015
H  -3.4661  -2.4372  3.2509
N  4.3395  2.6220  4.7323
C  3.0539  2.6316  5.1974
N  2.0728  2.6291  4.2477
O  2.7719  2.6854  6.3825
H  5.0689  2.5469  5.4148
H  4.5073  2.5908  3.7453
H  1.1358  2.8559  4.5114
H  2.2578  2.4976  3.2704

Its total energy is -2507.70588 Ha. The calculation puts the relative energy (zero: lowest compared OMol25 entry of this formula, charge and spin) at 21.2 kJ/mol. As for the frontier orbital gap: 0.3331 Eh.

Results of the Löwdin charge analysis, in e, for atoms 1 through 99:
1. C -0.0972
2. O -0.1741
3. C -0.2333
4. C -0.4299
5. C -0.0710
6. N 0.0254
7. H 0.0835
8. H 0.0764
9. H 0.0796
10. H 0.1103
11. H 0.1231
12. H 0.1393
13. H 0.0782
14. H 0.0759
15. H 0.0739
16. H 0.0762
17. H 0.0696
18. C -0.0944
19. O -0.1976
20. C -0.2148
21. C -0.4184
22. C -0.0630
23. N 0.0341
24. H 0.0928
25. H 0.0750
26. H 0.0938
27. H 0.1281
28. H 0.1091
29. H 0.1436
30. H 0.0675
31. H 0.0839
32. H 0.0535
33. H 0.0639
34. H 0.0672
35. C -0.1393
36. O -0.1762
37. C -0.2198
38. C -0.4430
39. C -0.0745
40. N 0.0411
41. H 0.0712
42. H 0.0769
43. H 0.0930
44. H 0.1319
45. H 0.1245
46. H 0.1407
47. H 0.0786
48. H 0.0753
49. H 0.0780
50. H 0.0688
51. H 0.0741
52. C -0.0914
53. O -0.2183
54. C -0.1874
55. C -0.4006
56. C -0.0667
57. N 0.0703
58. H 0.0769
59. H 0.0988
60. H 0.0754
61. H 0.1068
62. H 0.1113
63. H 0.1150
64. H 0.0768
65. H 0.0769
66. H 0.0696
67. H 0.0731
68. H 0.0401
69. N 0.1545
70. C -0.6744
71. N 0.1557
72. O 0.0097
73. H 0.0541
74. H 0.0431
75. H 0.1013
76. H 0.0924
77. N 0.1474
78. C -0.6849
79. N 0.1519
80. O 0.0019
81. H 0.0917
82. H 0.0569
83. H 0.0382
84. H 0.1006
85. N 0.1817
86. C -0.6310
87. N 0.1664
88. O -0.0068
89. H 0.0945
90. H 0.0633
91. H 0.0994
92. H 0.1102
93. N 0.1816
94. C -0.6328
95. N 0.1828
96. O -0.0283
97. H 0.0849
98. H 0.1035
99. H 0.0979